Below is C7H12N2O as an isolated structure, with properties calculated with ωB97M-V with the def2-TZVPD basis set.

Element x y z (Å)
C  0.5925  -1.7795  -0.9579
C  -1.3464  -1.3413  0.6360
C  -0.0573  -0.8327  0.0188
N  -1.7374  -0.6243  1.7307
N  -2.0027  -2.2351  0.0095
O  0.7280  -0.2179  0.8655
H  -1.0357  -0.0606  2.1821
H  -2.5965  -0.8480  2.2013
H  -2.9230  -2.4093  0.4088
H  1.4923  -1.3266  -1.3651
H  0.8752  -2.6933  -0.4401
H  -0.1257  -2.0355  -1.7410
C  1.4295  1.4072  0.3558
C  0.1322  2.2165  -0.0608
C  2.3401  1.3530  -0.6641
C  -0.7234  1.6812  -0.8797
H  1.8018  1.7422  1.3170
H  -0.0141  3.0816  0.5709
H  2.0553  1.0705  -1.6648
H  -0.5306  0.3759  -0.9098
H  3.3837  1.5521  -0.4774
H  -1.7377  1.9239  -1.1358

* relative energy (zero: lowest compared OMol25 entry of this formula, charge and spin): 539.09 kJ/mol
* electronic energy: -458.48354 hartree
* E_LUMO (alpha / beta): -0.7 / -0.7 eV
* F_max: 4.571 eV/Å